Record 1
15
Properties=species:S:1:pos:R:3:forces:R:3:mulliken_charge:R:1 method="wB97M-V/def2-TZVPD" lumo_ev=0.702 largest_force_ev_per_a=1.676 e_above_lowest_kj_mol=56.2 homo_ev=-8.3 smiles="S=C1SC[C@H]2CCN12" gap_ev=9.04 e_tot_ev=-28458.284
S 0.039 3.265 0.444 0.0 -0.2 0.1 -0.326
C 0.227 1.669 0.767 0.0 0.1 -0.1 0.239
S -0.078 0.893 2.342 0.0 0.0 -0.1 -0.126
C -0.374 -0.739 1.578 0.0 -0.1 -0.4 -0.679
C 0.445 -0.687 0.273 -0.4 -0.1 0.4 -0.132
C -0.209 -0.951 -1.108 -0.6 0.0 0.2 -0.563
C 0.155 0.507 -1.479 0.5 0.4 -1.6 -0.496
N 0.600 0.718 -0.110 0.2 0.0 0.7 0.045
H -1.451 -0.857 1.370 0.4 0.0 0.1 0.295
H -0.027 -1.538 2.242 -0.2 0.2 -0.1 0.393
H 1.398 -1.197 0.404 0.2 0.1 0.0 0.314
H -1.306 -1.126 -1.033 0.8 0.1 -0.1 0.218
H 0.268 -1.722 -1.700 -0.1 -0.1 -0.1 0.294
H -0.693 1.163 -1.750 0.5 -0.2 0.0 0.284
H 1.008 0.601 -2.240 -1.3 0.0 1.0 0.239

---

Record 2
15
Properties=species:S:1:pos:R:3:forces:R:3:mulliken_charge:R:1 method="wB97M-V/def2-TZVPD" lumo_ev=3.649 charge=-1 largest_force_ev_per_a=2.498 e_above_lowest_kj_mol=54.5 homo_ev=-3.7 smiles="C/C(O)=C/CC(=O)[O-]" gap_ev=7.31 e_tot_ev=-11441.869
C 2.380 0.138 0.775 -0.2 0.0 -0.3 -1.167
C 1.140 0.196 -0.067 -1.2 0.5 0.3 0.476
O 1.150 1.329 -0.883 0.1 -0.3 0.1 -0.564
C 0.030 -0.547 0.080 0.4 -0.1 0.1 -0.064
C -1.269 -0.455 -0.656 -0.9 0.2 0.1 -0.782
C -2.755 -0.084 0.106 2.3 -0.7 -0.7 0.545
O -3.581 -0.973 -0.052 -0.8 -0.7 -0.1 -0.704
O -2.797 1.006 0.653 0.0 1.2 0.6 -0.689
H 3.218 0.531 0.202 0.1 -0.1 0.0 0.333
H 2.596 -0.875 1.103 0.0 -0.1 0.0 0.323
H 2.249 0.774 1.655 0.1 0.0 0.0 0.233
H 0.228 1.502 -1.116 0.1 0.0 0.0 0.312
H 0.096 -1.379 0.774 0.1 0.0 0.1 0.253
H -1.211 0.273 -1.474 0.0 -0.1 -0.1 0.236
H -1.474 -1.434 -1.097 0.0 0.1 -0.1 0.258

---

Record 3
15
Properties=species:S:1:pos:R:3:forces:R:3:mulliken_charge:R:1 method="wB97M-V/def2-TZVPD" lumo_ev=-7.462 charge=+1 largest_force_ev_per_a=3.521 e_above_lowest_kj_mol=15.2 homo_ev=-16.5 gap_ev=9.02 e_tot_ev=-11431.110
C 1.497 1.115 0.407 -2.1 -0.6 -2.5 0.225
C 2.032 -0.212 -0.059 -0.8 -1.1 0.7 0.481
C -0.258 -0.198 -0.233 -1.7 -0.9 2.7 0.828
C -1.191 -0.067 -1.404 -0.2 -3.4 -1.0 -1.263
C -0.912 -0.525 1.264 -0.7 2.7 -1.7 -1.069
O 3.129 -0.625 -0.059 0.4 0.3 -0.1 -0.353
O 0.908 -0.902 -0.418 0.5 -0.1 -0.7 -0.264
O 0.255 1.188 0.166 2.6 0.8 0.5 -0.186
H 2.135 1.940 0.576 0.2 1.2 0.9 0.433
H -2.097 0.352 -1.096 -1.3 0.9 0.8 0.408
H -1.556 -1.176 -1.764 1.4 2.6 0.9 0.337
H -0.852 0.505 -2.258 0.6 -0.1 -0.1 0.369
H -0.094 -0.672 1.929 0.8 -0.6 0.4 0.333
H -1.723 -1.252 1.408 0.5 0.1 -0.7 0.350
H -1.274 0.527 1.543 -0.2 -1.7 -0.2 0.370

---

Record 4
17
Properties=species:S:1:pos:R:3:forces:R:3:mulliken_spin:R:1 method="wB97M-V/def2-TZVPD" lumo_ev="-17.153 / -17.264" charge=+3 largest_force_ev_per_a=9.650 e_above_lowest_kj_mol=0.0 s_squared=0.75 spin_multiplicity=2 homo_ev="-24.4 / -25.0" gap_ev="7.25 / 7.70" e_tot_ev=-18141.404
O -0.548 0.193 -0.821 2.6 -2.7 5.1 0.068
Tl 0.106 0.741 -2.574 -2.6 1.3 -9.2 0.818
C -1.882 -0.140 -0.331 -2.3 -3.0 0.5 -0.003
C -1.646 -0.667 1.067 0.6 1.2 0.6 0.004
H -1.644 0.172 1.774 0.1 -0.3 0.2 0.000
H -2.480 0.771 -0.426 0.0 -0.2 -0.2 0.000
H -2.247 -1.076 -0.844 0.1 1.6 -0.6 0.002
H -2.412 -1.390 1.367 0.4 -0.1 -0.1 0.001
C -0.170 -1.258 1.022 0.0 0.0 -0.9 0.004
C 0.474 -0.454 -0.038 -2.9 4.1 4.2 0.013
O 1.531 0.366 0.304 -2.3 -4.0 -0.7 0.003
C 2.166 1.078 -0.604 3.6 3.1 0.3 -0.002
O 1.823 1.177 -1.783 3.6 0.6 1.2 0.082
O 3.171 1.696 -0.081 -1.9 -1.5 -0.2 0.012
H -0.217 -2.313 0.717 0.0 -0.5 0.1 0.000
H 0.358 -1.162 1.977 0.4 -0.3 -0.2 -0.001
H 3.616 2.266 -0.726 0.6 0.5 -0.3 -0.001

---

Record 5
17
Properties=species:S:1:pos:R:3:forces:R:3:mulliken_spin:R:1 method="wB97M-V/def2-TZVPD" lumo_ev="-8.122 / -9.834" charge=+2 largest_force_ev_per_a=4.106 e_above_lowest_kj_mol=39.6 s_squared=0.75 spin_multiplicity=2 homo_ev="-17.2 / -17.2" gap_ev="9.12 / 7.35" e_tot_ev=-44999.017
O -0.015 -2.104 0.320 -0.5 -0.5 -1.5 -0.001
Yb -1.996 -0.972 0.301 0.2 -0.7 -0.3 0.048
C 0.921 -2.514 -0.400 1.4 0.7 3.8 0.003
C 1.814 -1.547 -1.068 0.0 -2.0 -0.6 -0.003
H 1.918 -0.703 -0.368 -0.6 0.4 -1.3 0.001
H 1.332 -3.504 -0.142 -0.8 -0.4 -0.9 0.000
H 1.362 -1.666 -2.109 0.9 1.6 0.7 0.001
H 2.822 -1.987 -1.121 -0.4 -0.1 -0.3 0.000
C 0.230 1.221 -1.317 -0.5 0.4 1.0 0.057
C -0.673 1.342 -0.342 0.1 -0.4 -0.9 0.743
O -0.756 2.176 0.709 0.4 0.1 -0.2 0.087
C -1.617 1.815 1.672 -0.8 0.9 -0.2 -0.012
O -2.199 0.736 1.665 0.1 -0.1 0.6 0.002
O -1.844 2.799 2.463 0.4 -0.1 0.0 0.012
H -0.003 0.690 -2.241 0.1 0.3 0.2 0.010
H 1.232 1.627 -1.141 -0.1 -0.2 -0.2 0.054
H -2.529 2.590 3.119 0.0 -0.1 0.2 -0.002

---

Record 6
18
Properties=species:S:1:pos:R:3:forces:R:3:mulliken_spin:R:1 method="wB97M-V/def2-TZVPD" lumo_ev="-4.636 / -4.810" charge=+1 largest_force_ev_per_a=2.675 e_above_lowest_kj_mol=0.0 s_squared=2.00 spin_multiplicity=3 homo_ev="-10.9 / -14.3" gap_ev="6.25 / 9.44" e_tot_ev=-47058.889
O 3.289 1.456 -0.606 -1.2 0.1 0.6 0.000
C 4.033 0.672 -0.136 2.2 -0.9 -1.2 0.000
O 4.904 -0.056 0.070 -1.4 0.7 0.6 0.000
O -0.576 2.035 -1.462 -1.0 0.7 -0.4 0.117
C -1.724 1.393 -1.670 -1.0 -0.6 -0.8 0.762
C -2.122 0.360 -0.674 -0.8 0.5 -0.1 -0.037
O -0.927 -0.385 -0.333 1.1 0.5 -0.4 0.032
C -0.883 -1.035 0.936 -0.1 -0.4 0.8 0.024
C 0.593 -1.284 1.244 -0.4 -1.3 0.5 -0.002
O 1.345 -0.133 1.026 0.1 0.1 0.0 0.008
Yb 0.833 1.123 -0.448 1.8 -0.3 0.4 1.021
H -2.203 1.451 -2.654 0.2 0.1 0.5 0.012
H -2.897 -0.316 -1.063 0.2 0.2 0.1 0.005
H -2.489 0.807 0.272 0.1 -0.1 -0.2 0.057
H -1.463 -1.970 0.909 0.2 0.3 0.0 0.006
H -1.323 -0.363 1.693 0.1 -0.2 -0.2 -0.007
H 0.948 -2.119 0.605 0.0 0.3 0.2 0.000
H 0.659 -1.634 2.291 0.1 0.2 -0.4 0.004